(1)
ORCA calculation (ωB97M-V/def2-TZVPD) on a single C6H12O molecule in a non-equilibrium geometry.

The SMILES is CCC[C@H]1C[C@H]1O. The value obtained for the HOMO-LUMO gap is 9.82 eV. For the electronic energy, the calculation gives -8462.36410 eV. The value obtained for the HOMO energy is -8.853 eV.

Geometry as ORCA input:
```
! RIJCOSX wB97M-V def2-TZVPD def2/J DEFGRID3
* xyz 0 1
C -0.17132 0.75940 -2.37998
H 0.14292 1.28904 2.91026
H 0.54245 1.58408 -2.43182
O 1.05998 -1.69491 -1.58612
H -1.66645 0.21413 -0.99206
C 0.00901 -0.84437 -1.97489
C 0.28344 0.21433 2.74520
H 1.36264 0.01843 2.74460
C 0.16670 0.49895 0.20203
H 1.25347 0.31687 0.11789
H -0.25920 -1.32187 1.32601
C -0.37408 -0.23333 1.43896
H -1.45421 -0.05048 1.49497
C -0.59498 0.16314 -1.07577
H -0.93755 0.82855 -3.16652
H -0.14557 -0.31089 3.60610
H 1.31128 -1.58912 -0.65653
H 0.06867 1.57865 0.34447
H -0.59721 -1.42060 -2.66681
*
```

---

(2)
ORCA calculation (ωB97M-V/def2-TZVPD) on a single C6H12O molecule.

The SMILES is CC(C)[C@H]1C[C@H]1O. The value obtained for the HOMO-LUMO gap is 10.45 eV. For the electronic energy, the calculation gives -8463.03677 eV. The value obtained for the HOMO energy is -9.425 eV.

Geometry as ORCA input:
```
! RIJCOSX wB97M-V def2-TZVPD def2/J DEFGRID3
* xyz 0 1
H 0.95755 1.63881 2.17826
H -1.11924 2.35190 0.43005
C 0.41985 1.52112 1.24077
H -1.69110 -1.50313 1.32211
H 0.58213 1.85060 -0.91533
H -1.48073 -2.46894 -0.14895
H -0.64415 -1.43443 -2.22249
C 0.59004 0.20486 0.53515
C -0.98323 -1.76592 0.52857
C 1.15409 1.46772 -0.06764
H 0.96180 -1.57172 -1.46412
C 0.09296 -0.91566 -1.60245
H 1.33249 -0.45067 0.99343
C -0.48617 -0.53150 -0.23580
H 0.44514 -0.03903 -2.15935
H -1.34105 0.14708 -0.38332
H -0.14183 -2.29325 0.99607
H 2.22682 1.58080 -0.19349
O -0.80900 2.18117 1.32713
*
```

---

(3)
ORCA calculation (ωB97M-V/def2-TZVPD) on a single C6H12O molecule in a non-equilibrium geometry.

The SMILES is CC[C@H](C)CC=O. The value obtained for the HOMO-LUMO gap is 10.88 eV. For the electronic energy, the calculation gives -8461.80406 eV. The value obtained for the HOMO energy is -9.849 eV.

Geometry as ORCA input:
```
! RIJCOSX wB97M-V def2-TZVPD def2/J DEFGRID3
* xyz 0 1
H 0.03604 -0.00460 3.02802
C 0.63580 -0.74465 -1.95544
H -0.48295 1.50745 2.36499
H 0.69254 1.60790 -0.76768
H -0.77412 0.91580 -1.58096
C -0.52350 -0.18926 -1.31962
C -1.33057 0.14540 1.10568
C -0.08008 -0.07627 0.19033
H 0.58021 1.76270 1.14797
H 0.70422 -0.60480 -3.06912
O 1.53401 -1.32570 -1.38109
H 1.82321 0.85006 0.20624
C -0.92363 0.58183 2.59773
C 0.85478 1.23151 0.29543
H -1.30808 -0.94826 -1.33526
H -1.77819 1.06434 0.64667
H -1.84620 0.48356 3.22421
H 0.36749 -1.02708 0.59376
H -2.08302 -0.69282 1.10523
*
```

---

(4)
ORCA calculation (ωB97M-V/def2-TZVPD) on a single C6H12O molecule in a non-equilibrium geometry.

The SMILES is CCCCCC=O. The value obtained for the HOMO-LUMO gap is 10.74 eV. For the electronic energy, the calculation gives -8463.66464 eV. The value obtained for the HOMO energy is -9.742 eV.

Geometry as ORCA input:
```
! RIJCOSX wB97M-V def2-TZVPD def2/J DEFGRID3
* xyz 0 1
C 0.65537 -0.88509 -0.11742
O 1.21530 1.03847 -3.02010
H -1.58033 -0.32987 2.55178
H 1.01070 -0.87768 0.91383
C -0.85982 -0.69960 -0.18416
C -1.37642 0.52386 0.56968
H -2.46899 0.57295 0.49502
H -0.03684 0.34576 2.27422
H -1.43257 1.43761 2.55594
C 1.48143 0.24038 -0.76459
H 1.26305 1.27617 -0.49830
H -1.01645 1.44681 0.11771
H 0.85254 -1.83278 -0.61265
C -1.10342 0.52661 2.08315
H -1.34727 -1.59357 0.18724
H 2.52137 0.05731 -0.45730
C 1.50080 0.14177 -2.27626
H -1.13016 -0.51911 -1.22955
H 1.85172 -0.86998 -2.58823
*
```

---

(5)
ORCA calculation (ωB97M-V/def2-TZVPD) on 2 unconnected molecules or ions with the total composition C6H12O in a non-equilibrium geometry.

The value obtained for the HOMO-LUMO gap (alpha / beta) is 6.63 / 6.56 eV. For the electronic energy, the calculation gives -8452.10363 eV. The value obtained for the HOMO energy (alpha / beta) is -13.486 / -13.486 eV.

Geometry as ORCA input:
```
! RIJCOSX wB97M-V def2-TZVPD def2/J DEFGRID3
* xyz 1 2
H -1.48441 -0.77004 -0.72894
H 1.51590 0.20097 -7.28113
C -0.72939 0.57406 0.71882
C 0.69505 0.11300 0.85287
H -0.37519 2.37298 -0.51162
H 1.18612 0.48735 -5.79282
O 1.84091 0.11364 -6.39043
H -0.46987 -0.30163 3.21422
H 0.76569 -1.52978 3.76176
H -1.62005 -1.40180 0.94753
H -0.30146 -1.89751 2.43758
C 0.25264 -1.06978 2.93337
H -0.81903 2.79828 1.08651
H -2.75838 -0.22971 0.26355
H 1.23956 0.52961 0.00591
C -1.70452 -0.52839 0.31237
C 1.23638 -0.59217 1.89237
H 2.29019 -0.78568 1.83838
C -0.76015 1.91660 0.43972
*
```

---

(6)
ORCA calculation (ωB97M-V/def2-TZVPD) on 2 unconnected molecules or ions with the total composition C6H12O in a non-equilibrium geometry.

The value obtained for the HOMO-LUMO gap (alpha / beta) is 9.08 / 5.35 eV. For the electronic energy, the calculation gives -8453.65129 eV. The value obtained for the HOMO energy (alpha / beta) is -13.875 / -13.847 eV.

Geometry as ORCA input:
```
! RIJCOSX wB97M-V def2-TZVPD def2/J DEFGRID3
* xyz 1 2
C -1.79966 1.85344 0.37409
H 0.54002 -1.15409 -0.88734
C -0.78313 -0.45284 0.54702
H -0.94393 -0.53143 1.60972
H 2.66648 -3.23479 1.43967
C 2.08086 -2.74223 0.67554
H 2.42705 -2.84955 -0.34958
H 0.64077 -2.07000 2.00308
H -2.19283 1.62514 1.35951
H -2.72916 1.92403 -0.21759
H -1.24766 2.79249 0.34414
C -0.03589 -1.57509 -0.07254
H -0.69372 0.83641 -1.20149
O 1.14421 2.77538 -2.00975
C -1.04602 0.72111 -0.17619
C 0.95650 -2.10724 0.96119
H -0.71640 -2.36693 -0.38963
H 1.47417 3.62268 -2.33767
H 0.25832 2.93350 -1.67217
*
```